Computed, not measured: the molecule C4H8O2S in a non-equilibrium geometry, with wB97M-V/def2-TZVPD.

Net charge ... 0
Energy relative to the best compared isomer or geometry (same formula, charge and spin) ... 369.3 kJ/mol
E_LUMO ... 0.6 eV
Highest occupied orbital energy ... -8.95 eV

CARTESIAN COORDINATES (ANGSTROEM)
C (-1.20, 0.67, -0.27)
C (-0.33, -0.58, -0.50)
C (1.00, -0.71, 0.21)
C (1.58, 0.36, 0.97)
H (-0.30, 1.90, -1.18)
H (-1.62, 0.47, 0.80)
H (-2.07, 0.41, -1.05)
H (-0.06, -0.69, -1.66)
H (-1.38, -1.89, 0.67)
H (0.84, -1.73, 0.84)
H (2.26, 0.15, 1.86)
H (1.03, 1.38, 0.68)
O (-0.62, 1.97, -0.26)
O (-1.34, -1.61, -0.27)
S (2.22, -0.11, -0.82)

Atomic partial charges in e from the natural (NBO) method, atoms 1 to 8: -0.11 0.07 -0.45 -0.43 0.47 0.18 0.20 0.18


Computed, not measured: a structure of composition C13H8Co2NO6 in a non-equilibrium geometry, with wB97M-V/def2-TZVPD.

Net charge ... -1
E_LUMO ... 2.6 eV
Highest occupied orbital energy ... -3.46 eV

CARTESIAN COORDINATES (ANGSTROEM)
C (0.26, 3.70, 3.18)
C (-1.08, 3.31, 3.20)
C (-1.10, 1.87, 3.26)
C (0.23, 1.43, 3.26)
N (1.04, 2.55, 3.23)
H (0.71, 4.69, 3.12)
H (-1.95, 3.95, 3.16)
H (-1.98, 1.24, 3.28)
H (0.64, 0.43, 3.27)
H (2.06, 2.54, 3.23)
O (3.46, 0.76, -2.23)
C (2.47, 0.24, -2.51)
Co (0.94, -0.58, -2.78)
C (-0.27, 0.66, -3.07)
O (-1.12, 1.43, -3.23)
C (0.96, -1.44, -4.30)
O (0.92, -2.06, -5.26)
C (0.73, -2.04, -1.53)
C (0.41, -1.21, -0.42)
C (0.98, -0.32, 0.44)
Co (-1.01, -2.21, -1.10)
C (-2.51, -1.23, -0.96)
O (-3.41, -0.51, -0.86)
C (-1.09, -3.36, 0.27)
O (-0.97, -4.00, 1.23)
C (-1.50, -3.24, -2.50)
O (-1.73, -3.84, -3.46)
H (1.43, -2.87, -1.53)
H (0.41, 0.40, 1.06)
H (2.08, -0.27, 0.56)

Atomic partial charges in e from the natural (NBO) method, atoms 1 to 8: -0.09 -0.31 -0.31 -0.07 -0.52 0.21 0.22 0.23


Computed, not measured: a structure of composition C8H24BCaF5O4 in a non-equilibrium geometry, with wB97M-V/def2-TZVPD.

Net charge ... 0
Energy relative to the best compared isomer or geometry (same formula, charge and spin) ... 0.0 kJ/mol
E_LUMO ... -0.4 eV
Highest occupied orbital energy ... -9.77 eV

CARTESIAN COORDINATES (ANGSTROEM)
Ca (0.23, 0.51, 0.19)
B (0.58, 3.35, 0.19)
F (0.05, 2.71, -1.01)
F (1.26, 2.31, 0.92)
F (1.46, 4.35, -0.22)
F (-0.48, 3.85, 0.94)
F (-1.34, 0.69, 1.74)
C (3.26, 2.09, -2.00)
C (2.21, 1.07, -2.42)
O (1.93, 0.10, -1.38)
H (3.86, 1.70, -1.18)
H (2.79, 3.00, -1.65)
H (3.93, 2.32, -2.83)
H (2.47, 0.53, -3.34)
H (1.26, 1.55, -2.63)
H (2.62, -0.57, -1.43)
C (1.13, -2.11, 3.85)
C (0.92, -0.69, 3.33)
O (1.38, -0.52, 1.98)
H (2.17, -2.31, 4.13)
H (0.83, -2.82, 3.07)
H (0.48, -2.29, 4.70)
H (1.39, 0.05, 3.97)
H (-0.14, -0.45, 3.29)
H (2.30, -0.80, 1.90)
C (-3.76, 0.83, -1.14)
C (-2.47, 1.32, -1.79)
O (-1.39, 0.38, -1.66)
H (-4.19, 0.02, -1.73)
H (-4.48, 1.65, -1.15)
H (-3.59, 0.47, -0.13)
H (-2.13, 2.24, -1.33)
H (-2.66, 1.51, -2.85)
H (-1.43, -0.29, -2.35)
C (-1.58, -3.57, 0.35)
C (-1.25, -2.23, -0.28)
O (0.14, -1.91, -0.31)
H (-1.17, -4.39, -0.24)
H (-2.66, -3.67, 0.36)
H (-1.19, -3.64, 1.36)
H (-1.74, -1.45, 0.32)
H (-1.69, -2.21, -1.28)
H (0.67, -2.71, -0.25)

Atomic partial charges in e from the natural (NBO) method, atoms 1 to 8: 1.83 1.34 -0.61 -0.60 -0.55 -0.54 -0.93 -0.66


Computed, not measured: a structure of composition C5H3LiO3Zn in a non-equilibrium geometry, with wB97M-V/def2-TZVPD.

Net charge ... +1
Spin multiplicity ... 2
E_LUMO (alpha / beta) ... -4.9 / -5.8 eV
Highest occupied orbital energy (alpha / beta) ... -11.68 / -10.54 eV

CARTESIAN COORDINATES (ANGSTROEM)
O (-1.55, -2.13, 0.21)
C (-1.71, -0.93, 0.48)
C (-0.73, 0.13, 0.40)
C (-0.91, 1.23, 1.28)
H (-2.72, -0.62, 0.81)
H (-0.38, 2.16, 1.11)
H (-1.70, 1.22, 2.04)
O (0.43, -0.80, -1.50)
C (0.32, 0.15, -0.56)
Li (0.00, -2.79, -0.53)
C (2.53, 1.57, -0.21)
O (3.19, 1.06, -1.01)
Zn (3.24, -0.25, -2.53)

Atomic partial charges in e from the natural (NBO) method, atoms 1 to 8: -0.66 0.46 -0.40 -0.07 0.16 0.24 0.22 -0.72


Copy entry 2 word for word.
Computed, not measured: a structure of composition C13H8Co2NO6 in a non-equilibrium geometry, with wB97M-V/def2-TZVPD.

Net charge ... -1
E_LUMO ... 2.6 eV
Highest occupied orbital energy ... -3.46 eV

CARTESIAN COORDINATES (ANGSTROEM)
C (0.26, 3.70, 3.18)
C (-1.08, 3.31, 3.20)
C (-1.10, 1.87, 3.26)
C (0.23, 1.43, 3.26)
N (1.04, 2.55, 3.23)
H (0.71, 4.69, 3.12)
H (-1.95, 3.95, 3.16)
H (-1.98, 1.24, 3.28)
H (0.64, 0.43, 3.27)
H (2.06, 2.54, 3.23)
O (3.46, 0.76, -2.23)
C (2.47, 0.24, -2.51)
Co (0.94, -0.58, -2.78)
C (-0.27, 0.66, -3.07)
O (-1.12, 1.43, -3.23)
C (0.96, -1.44, -4.30)
O (0.92, -2.06, -5.26)
C (0.73, -2.04, -1.53)
C (0.41, -1.21, -0.42)
C (0.98, -0.32, 0.44)
Co (-1.01, -2.21, -1.10)
C (-2.51, -1.23, -0.96)
O (-3.41, -0.51, -0.86)
C (-1.09, -3.36, 0.27)
O (-0.97, -4.00, 1.23)
C (-1.50, -3.24, -2.50)
O (-1.73, -3.84, -3.46)
H (1.43, -2.87, -1.53)
H (0.41, 0.40, 1.06)
H (2.08, -0.27, 0.56)

Atomic partial charges in e from the natural (NBO) method, atoms 1 to 8: -0.09 -0.31 -0.31 -0.07 -0.52 0.21 0.22 0.23


Question: Which of these has the highest net charge?
Answer: C5H3LiO3Zn